(1)
Here is a structure of composition C28H20N7O6RuS from the Open Molecules 2025 dataset. Energies are from wB97M-V/def2-TZVPD.

```
! RIJCOSX wB97M-V def2-TZVPD def2/J DEFGRID3
* xyz 3 5
Ru 1.051 0.178 0.287
C -0.299 3.030 -2.414
N -1.290 2.907 -1.339
C -2.657 3.000 -1.517
C -3.243 2.838 -0.310
N -2.221 2.635 0.596
C -1.043 2.678 -0.052
S 0.492 2.532 0.768
C -2.270 2.474 2.003
C -3.420 2.511 2.760
C -3.270 2.389 4.137
C -2.007 2.245 4.696
C -0.905 2.219 3.858
N -1.071 2.323 2.543
H -0.601 3.840 -3.073
H -0.243 2.092 -2.962
H 0.668 3.270 -1.980
H -3.090 3.192 -2.485
H -4.281 2.861 -0.028
H -4.394 2.646 2.313
H -4.145 2.421 4.774
H -1.870 2.165 5.765
H 0.108 2.127 4.228
O 7.125 -4.211 0.844
N 5.971 -4.305 0.520
O 5.375 -5.318 0.221
C 5.188 -3.042 0.466
C 5.880 -1.912 0.221
C 5.199 -0.657 0.095
C 5.852 0.562 -0.171
C 5.111 1.717 -0.276
C 3.729 1.660 -0.116
N 3.083 0.519 0.138
C 3.816 -0.633 0.238
C 3.102 -1.835 0.513
N 1.750 -1.706 0.654
C 1.013 -2.774 0.953
C 1.596 -4.026 1.122
C 2.954 -4.181 0.967
C 3.757 -3.060 0.640
H 6.956 -1.961 0.117
H 6.929 0.584 -0.290
H 5.579 2.669 -0.480
H 3.131 2.557 -0.196
H -0.052 -2.619 1.061
H 0.971 -4.871 1.374
H 3.409 -5.152 1.091
O -0.082 -0.070 -1.523
C -1.117 -0.389 -0.835
O -0.949 -0.356 0.441
C -2.391 -0.733 -1.445
C -2.495 -0.773 -2.838
C -3.711 -1.083 -3.422
C -4.786 -1.344 -2.591
C -4.707 -1.324 -1.209
C -3.491 -1.015 -0.629
N -6.102 -1.663 -3.216
O -6.134 -1.681 -4.422
O -7.019 -1.873 -2.458
H -1.627 -0.580 -3.454
H -3.840 -1.134 -4.493
H -5.585 -1.557 -0.624
H -3.386 -1.004 0.448
*
```

Properties
E_HOMO (alpha / beta)	-17.387 / -17.388	eV
<S²>	6.023
frontier orbital gap (alpha / beta)	7.669 / 5.619	eV
energy relative to the best compared isomer or geometry (same formula, charge and spin)	0.0	kJ/mol
energy	-65461.9354	eV

Quick look at the Mulliken charges, all values in e: 0.743, -0.773, 0.211, -0.838, -0.204, 0.441, 0.269, -0.260, 1.075, -0.791, -0.512, -0.677, -0.294, -0.231, 0.409, 0.264, 0.285, 0.586, 0.505, 0.426, 0.472, 0.450, 0.470, -0.514, 0.963, -0.556, -0.036, -0.980, 0.812, -0.349, -1.203, 0.174, -0.083, 0.026, 0.375, -0.193, -0.303, -1.091, -0.317, 0.454, 0.588, 0.529, 0.454, 0.467, 0.636, 0.459, 0.613, -0.875, 1.476, -0.768, 0.428, -0.496, -0.681, -0.002, -0.796, -0.364, 1.004, -0.560, -0.564, 0.565, 0.561, 0.543, 0.579


(2)
Here is a structure of composition C28H21AsFeIO6PS in a non-equilibrium geometry from the Open Molecules 2025 dataset. Energies are from wB97M-V/def2-TZVPD.

```
! RIJCOSX wB97M-V def2-TZVPD def2/J DEFGRID3
* xyz 1 6
Fe -0.984 -0.445 -0.444
O 0.547 3.715 0.462
As -0.787 2.592 0.201
O -1.564 3.159 -1.109
O 0.068 1.089 -0.047
C -1.410 2.445 2.027
C -0.948 3.369 2.953
C -1.194 3.174 4.304
C -1.876 2.049 4.749
C -2.370 1.130 3.839
C -2.143 1.340 2.485
S -2.870 0.200 1.358
O -2.689 0.800 0.010
O -4.197 -0.090 1.768
O -1.948 -1.001 1.317
H 0.393 4.420 -0.185
H -0.393 4.231 2.613
H -0.842 3.905 5.020
H -2.036 1.893 5.809
H -2.942 0.266 4.159
I 0.770 -1.931 1.247
C 2.688 -2.827 1.309
C 2.638 -4.091 1.806
C 3.828 -4.824 2.000
C 5.022 -4.255 1.687
C 5.090 -2.941 1.157
C 6.347 -2.381 0.831
C 6.449 -1.128 0.306
C 5.284 -0.372 0.093
C 4.043 -0.869 0.408
P 2.648 0.277 0.183
C 2.709 0.873 -1.492
C 2.150 2.118 -1.806
C 2.188 2.571 -3.114
C 2.747 1.777 -4.110
C 3.258 0.519 -3.808
C 3.235 0.057 -2.502
C 2.966 1.585 1.378
C 2.513 1.418 2.686
C 2.801 2.380 3.641
C 3.529 3.510 3.293
C 3.975 3.678 1.990
C 3.690 2.723 1.025
C 3.902 -2.180 0.947
H 1.684 -4.542 2.059
H 3.775 -5.830 2.400
H 5.949 -4.799 1.838
H 7.236 -2.977 1.007
H 7.415 -0.708 0.056
H 5.377 0.623 -0.324
H 1.688 2.716 -1.032
H 1.775 3.542 -3.357
H 2.777 2.138 -5.132
H 3.678 -0.102 -4.590
H 3.635 -0.921 -2.264
H 1.936 0.540 2.956
H 2.449 2.248 4.657
H 3.745 4.266 4.040
H 4.546 4.558 1.720
H 4.030 2.868 0.008
*
```

Properties
E_HOMO (alpha / beta)	-11.206 / -11.687	eV
<S²>	8.767
frontier orbital gap (alpha / beta)	7.578 / 6.298	eV
energy	-165105.3168	eV

Quick look at the Mulliken charges, all values in e: 0.631, -0.681, 1.251, -0.717, -0.050, 0.057, -0.423, -0.685, -0.655, -0.838, 0.439, 1.501, -0.827, -0.594, -0.699, 0.301, 0.538, 0.439, 0.437, 0.478, 0.247, 0.497, -0.729, -0.881, -0.862, 0.904, -0.815, -1.103, -0.004, 1.134, -0.273, 0.607, -0.234, -0.884, -0.583, -0.690, -0.720, 1.246, -0.501, -0.636, -0.600, -0.842, -0.168, 0.273, 0.399, 0.408, 0.410, 0.423, 0.452, 0.431, 0.367, 0.476, 0.419, 0.438, 0.478, 0.238, 0.491, 0.425, 0.447, 0.413